C44H37Cl2GeN5O4Os as an isolated structure. Source: the Open Molecules 2025 dataset; level of theory: wB97M-V/def2-TZVPD.

Geometry as XYZ:
```
94
Properties=species:S:1:pos:R:3:forces:R:3:lowdin_charge:R:1
Os 1.162 -1.310 -0.555 -0.1 -0.5 0.3 1.72
C -1.723 -1.763 -0.121 0.0 0.0 0.0 -0.07
N -0.653 -2.278 -1.013 0.1 -0.1 -0.1 -0.13
C -0.982 -2.265 -2.461 0.1 0.0 0.0 -0.04
C 0.334 -2.312 -3.168 0.0 0.0 0.0 -0.26
N 1.437 -1.993 -2.524 0.1 0.2 0.0 0.02
C 2.481 -2.048 -3.443 0.0 -0.1 0.0 -0.18
C 3.842 -1.800 -3.294 0.0 0.0 0.0 0.01
C 4.630 -1.966 -4.412 0.0 0.0 0.0 -0.05
C 4.086 -2.370 -5.644 0.0 0.0 0.0 -0.05
C 2.738 -2.616 -5.800 0.0 0.0 0.0 0.01
C 1.948 -2.442 -4.670 0.0 0.0 0.0 -0.16
N 0.579 -2.594 -4.456 0.0 -0.1 0.0 0.20
C -1.082 -1.421 1.186 0.0 0.0 0.0 -0.26
N 0.225 -1.218 1.318 -0.1 0.2 -0.1 0.04
C 0.453 -0.978 2.683 0.0 -0.1 0.0 -0.16
C 1.614 -0.757 3.419 0.0 0.0 0.0 -0.01
C 1.487 -0.626 4.786 0.0 -0.1 0.0 -0.06
C 0.241 -0.693 5.426 0.0 0.0 0.0 -0.05
C -0.919 -0.896 4.710 0.0 0.0 0.0 0.00
C -0.778 -1.041 3.336 0.0 0.0 0.0 -0.17
N -1.720 -1.317 2.351 0.0 0.0 0.0 0.22
H -2.516 -2.501 0.007 0.0 0.0 0.0 0.15
H -2.150 -0.864 -0.569 0.1 -0.1 0.0 0.08
H -0.430 -3.243 -0.754 0.0 0.0 0.1 0.13
H -1.519 -1.341 -2.687 0.0 0.0 0.0 0.12
H -1.622 -3.110 -2.719 0.0 0.0 0.0 0.15
H 4.255 -1.479 -2.347 0.0 0.0 0.0 0.11
H 5.693 -1.782 -4.347 0.0 0.0 0.0 0.12
H 4.745 -2.490 -6.493 0.0 0.0 0.0 0.12
H 2.325 -2.928 -6.750 0.0 0.0 0.0 0.12
H -0.098 -2.910 -5.132 0.0 0.0 0.0 0.18
H 2.582 -0.667 2.955 0.0 0.0 0.0 0.10
H 2.374 -0.457 5.382 0.0 0.0 0.0 0.12
H 0.191 -0.584 6.501 0.0 0.0 0.0 0.12
H -1.885 -0.951 5.193 0.0 0.0 0.0 0.13
H -2.711 -1.443 2.488 0.0 0.0 0.0 0.18
Cl 5.608 -5.399 3.601 0.0 0.0 0.0 0.74
C 4.464 -4.690 2.530 0.0 0.0 0.0 -0.65
C 3.384 -5.453 2.075 0.0 0.0 0.0 -0.07
C 2.458 -4.911 1.210 0.0 0.0 0.0 -0.56
Cl 1.130 -5.862 0.654 0.0 0.0 0.0 0.75
C 2.569 -3.586 0.766 0.0 -0.1 0.1 -0.32
O 1.705 -3.149 -0.134 -0.1 0.2 0.0 -0.26
C 3.643 -2.821 1.257 0.0 0.0 0.0 -0.13
C 3.787 -1.437 0.938 -0.1 0.1 0.1 -0.13
O 2.965 -0.701 0.366 0.2 -0.2 -0.3 -0.11
C 4.598 -3.388 2.122 0.0 0.0 0.0 -0.03
H 3.275 -6.479 2.401 0.0 0.0 0.0 0.12
H 4.705 -0.943 1.273 0.0 0.0 0.0 0.16
H 5.428 -2.789 2.475 0.0 0.0 0.0 0.13
O 1.886 0.296 -1.588 0.0 0.3 -0.2 -0.07
C 0.777 0.924 -1.619 0.1 0.0 0.0 -0.56
O -0.112 0.328 -0.939 0.0 -0.1 0.1 -0.09
C 0.526 2.137 -2.430 -0.1 0.0 0.0 -0.12
C -0.332 3.224 -1.762 0.0 0.0 0.0 -0.22
Ge -1.643 2.839 -0.326 0.1 0.0 0.0 1.01
C -0.654 2.467 1.319 0.0 0.0 0.0 -0.27
C 0.742 2.442 1.337 0.0 0.0 0.0 -0.10
C 1.444 2.366 2.531 0.0 0.1 0.0 -0.08
C 0.757 2.303 3.735 0.0 0.1 0.0 -0.09
C -0.630 2.314 3.738 0.0 0.0 0.0 -0.07
C -1.326 2.406 2.540 0.0 0.0 0.0 -0.10
C -2.663 4.462 -0.051 0.0 0.0 0.0 -0.28
C -2.064 5.547 0.590 0.0 0.0 0.0 -0.10
C -2.765 6.729 0.778 0.0 0.0 0.0 -0.07
C -4.075 6.834 0.331 0.0 0.0 0.0 -0.07
C -4.683 5.761 -0.302 0.0 0.0 0.0 -0.07
C -3.979 4.579 -0.493 0.0 0.0 0.0 -0.10
C -2.894 1.405 -0.809 0.0 0.1 0.0 -0.28
C -3.023 0.958 -2.125 0.0 0.0 0.0 -0.12
C -3.939 -0.033 -2.464 0.0 0.0 0.0 -0.09
C -4.751 -0.594 -1.485 0.0 0.0 0.0 -0.08
C -4.648 -0.150 -0.173 0.0 0.0 0.0 -0.08
C -3.728 0.839 0.157 -0.1 0.1 0.0 -0.12
H 0.011 1.757 -3.320 0.0 0.0 0.0 0.13
H 1.488 2.516 -2.776 0.0 0.0 0.0 0.14
H -0.885 3.753 -2.539 0.0 0.0 0.0 0.08
H 0.322 3.978 -1.318 0.0 0.0 0.0 0.08
H 1.308 2.525 0.414 0.0 0.0 0.0 0.10
H 2.527 2.381 2.522 0.0 0.0 0.0 0.11
H 1.301 2.266 4.670 0.0 0.0 0.0 0.11
H -1.170 2.289 4.677 0.0 0.0 0.0 0.11
H -2.408 2.486 2.571 0.0 0.0 0.0 0.10
H -1.046 5.471 0.960 0.0 0.0 0.0 0.10
H -2.292 7.565 1.276 0.0 0.0 0.0 0.11
H -4.623 7.755 0.480 0.0 0.0 0.0 0.11
H -5.706 5.843 -0.647 0.0 0.0 0.0 0.11
H -4.466 3.746 -0.989 0.0 0.0 0.0 0.10
H -2.418 1.402 -2.909 0.0 0.0 0.0 0.10
H -4.046 -0.342 -3.497 0.0 0.0 0.0 0.11
H -5.484 -1.346 -1.750 0.0 0.0 0.0 0.11
H -5.309 -0.552 0.586 0.0 0.0 0.0 0.11
H -3.681 1.188 1.183 0.0 0.0 0.0 0.10
```
Positions in Å, forces in eV/Å.

Calculated values
LUMO   -6.36 eV
Charge   +2
Strongest force on any atom   0.58 eV Å⁻¹
Spin multiplicity   1
M   1033.6 g/mol
Energy relative to the best compared isomer or geometry (same formula, charge and spin)   0.0 kJ/mol


C44H37N3O3V as an isolated structure. Source: the Open Molecules 2025 dataset; level of theory: wB97M-V/def2-TZVPD.

Geometry as XYZ:
```
88
Properties=species:S:1:pos:R:3:forces:R:3:lowdin_charge:R:1
V -0.616 0.251 -1.021 2.1 -2.0 0.6 0.75
C 2.105 4.925 2.131 0.9 -1.5 -0.2 -0.04
C 1.214 4.343 3.219 -0.5 -0.9 -0.2 -0.21
C 0.919 5.114 4.308 1.1 2.0 1.6 -0.08
C 0.021 4.812 5.338 0.0 -2.1 -0.5 -0.07
C -0.400 3.468 5.389 -0.4 0.9 0.4 -0.08
C -0.060 2.620 4.343 -1.2 -0.7 0.7 -0.06
C 0.646 3.038 3.240 1.3 0.8 -1.0 -0.19
N 0.978 2.178 2.170 0.0 0.7 1.0 0.16
C 0.117 1.403 1.489 -1.8 -1.1 0.4 -0.32
N -1.222 1.633 1.783 0.4 0.9 0.9 0.14
C -2.344 1.004 1.258 -1.5 -1.5 -2.1 -0.21
C -2.205 0.258 0.057 -1.5 -0.3 2.6 -0.19
C -3.334 -0.449 -0.318 -0.7 0.6 -0.5 -0.11
C -4.604 -0.101 0.126 -0.1 -1.5 -1.3 -0.12
C -4.749 0.670 1.222 -0.8 0.9 1.9 -0.10
C -3.610 1.124 1.870 1.6 0.6 0.3 -0.25
C -3.689 1.655 3.261 -0.2 0.6 1.1 -0.08
N 0.520 0.459 0.677 -0.6 0.6 1.0 0.04
C 1.873 0.021 0.696 -0.2 1.1 0.2 -0.22
C 2.876 0.856 0.196 -0.2 -0.2 -0.5 -0.06
C 4.106 0.291 0.053 2.5 0.6 -0.6 -0.10
C 4.432 -0.988 0.497 0.9 0.4 -0.8 -0.10
C 3.482 -1.722 1.122 -1.1 -0.5 0.7 -0.06
C 2.207 -1.200 1.285 -0.7 0.6 0.5 -0.20
C 1.355 -1.787 2.387 0.2 -0.6 0.4 -0.03
H 2.955 4.206 1.916 -0.8 0.6 0.1 0.09
H 2.604 5.804 2.551 -0.3 0.1 -0.4 0.07
H 1.608 5.117 1.144 0.2 0.0 1.1 0.10
H 1.628 5.957 4.521 -1.3 -0.1 -0.7 0.12
H -0.343 5.552 6.022 0.4 0.2 0.5 0.09
H -0.990 3.011 6.220 0.4 0.8 -0.8 0.12
H -0.570 1.651 4.423 0.9 0.0 -0.4 0.12
H 1.897 2.243 1.789 0.5 0.0 -0.1 0.11
H -1.525 2.277 2.532 1.3 -0.3 -0.9 0.12
H -3.254 -1.232 -1.047 0.1 -0.1 -0.5 0.09
H -5.436 -0.553 -0.400 -0.3 0.0 0.2 0.10
H -5.729 0.857 1.725 0.8 -0.2 -0.6 0.12
H -4.650 1.314 3.662 0.2 0.2 0.3 0.07
H -3.662 2.767 3.396 0.0 -0.6 -0.3 0.09
H -2.877 1.248 3.910 -0.6 0.1 -0.4 0.07
H 2.759 1.902 -0.132 -0.5 -0.8 0.0 0.12
H 4.916 0.878 -0.443 -0.7 -0.4 0.5 0.11
H 5.448 -1.353 0.364 -0.2 0.0 0.0 0.10
H 3.621 -2.687 1.598 0.5 0.0 -0.2 0.12
H 1.989 -1.701 3.314 -0.9 0.2 -0.6 0.09
H 1.242 -2.864 2.250 -0.2 0.0 -0.1 0.07
H 0.348 -1.355 2.524 0.7 0.0 -0.2 0.08
O -2.240 3.283 -3.752 0.2 0.3 0.7 0.08
C -1.158 3.977 -3.358 1.6 -1.6 1.3 -0.25
C -1.103 5.324 -3.497 -0.3 2.6 -0.5 -0.04
C -0.003 6.075 -3.103 1.1 -1.0 -0.6 -0.07
C 1.218 5.429 -2.770 -0.9 2.3 0.1 -0.11
C 1.251 4.079 -2.700 -0.8 -1.0 0.4 -0.03
C 0.029 3.384 -2.741 -1.5 1.0 -1.5 -0.05
C -0.104 2.049 -2.240 -0.2 -1.0 -2.4 -0.52
O 0.891 1.364 -1.921 0.0 0.5 0.2 0.00
O -1.306 1.484 -2.276 1.0 1.8 -0.6 -0.11
H -2.236 2.456 -3.197 0.1 0.1 -0.4 0.09
H -1.945 5.880 -3.901 -0.1 -0.3 0.0 0.12
H -0.008 7.141 -3.279 -0.1 0.1 0.3 0.10
H 2.048 6.041 -2.424 0.2 -0.2 -0.6 0.10
H 2.199 3.565 -2.639 -0.1 -0.3 0.7 0.12
C -0.537 -1.505 -1.532 0.4 -3.0 -0.8 -0.11
C -0.310 -2.730 -1.838 -0.7 2.8 1.1 -0.14
C -0.129 -4.045 -2.014 -0.3 -0.6 -0.3 -0.22
C 0.599 -4.480 -3.197 0.2 1.0 0.3 -0.20
C 0.623 -3.625 -4.314 0.2 -0.5 0.1 -0.02
C 1.260 -3.996 -5.479 -0.8 0.7 0.4 -0.11
C 1.923 -5.187 -5.535 1.0 -1.0 0.1 -0.15
C 1.993 -5.989 -4.409 0.5 -0.2 1.2 -0.10
C 1.391 -5.612 -3.193 -0.1 -0.4 -2.5 -0.05
C -0.771 -4.988 -1.112 0.7 1.0 0.7 -0.18
C -0.948 -6.323 -1.433 -0.7 -2.1 -0.1 -0.06
C -1.451 -7.229 -0.469 1.5 0.1 -0.1 -0.11
C -1.681 -6.827 0.831 -0.2 -1.4 0.1 -0.16
C -1.589 -5.496 1.109 -0.2 1.9 0.6 -0.14
C -1.127 -4.560 0.203 -0.1 -0.4 -0.3 -0.02
H 0.190 -2.651 -4.180 -0.4 0.2 -0.2 0.10
H 1.180 -3.374 -6.346 0.2 0.4 -0.4 0.09
H 2.547 -5.440 -6.374 -0.1 -0.2 -0.5 0.08
H 2.636 -6.871 -4.400 -0.2 0.1 -0.2 0.09
H 1.425 -6.240 -2.345 0.3 -0.5 0.7 0.09
H -0.667 -6.772 -2.422 -0.4 0.8 1.0 0.12
H -1.374 -8.295 -0.632 -0.3 -0.1 -0.5 0.08
H -1.799 -7.550 1.657 -0.4 0.3 -0.7 0.10
H -1.930 -5.136 2.071 0.3 0.0 0.3 0.09
H -0.986 -3.519 0.534 -0.2 -0.5 -0.5 0.11
```
Positions in Å, forces in eV/Å.

Calculated values
LUMO (spin up / spin down)   2.05 / 2.05 eV
Charge   -1
Strongest force on any atom   3.18 eV Å⁻¹
Spin multiplicity   3
M   706.7 g/mol
⟨S²⟩   2.131


Electronic energy / eV: -145887.1372 -82526.9873